Density functional theory data (ωB97M-V/def2-TZVPD) for a structure of composition C54H63MgN5O4SSbSi2.

Cartesian coordinates (Å):
Mg (0.653481, 0.991759, -1.337629)
N (0.824896, 2.370572, 0.278999)
C (-0.169030, 2.246764, 1.356802)
C (-1.543923, 1.816773, 0.831540)
C (-1.539481, 0.350039, 0.405367)
O (-2.462194, -0.390151, 0.751357)
O (-0.513580, -0.052274, -0.245413)
H (1.760862, 2.073636, 0.595582)
H (0.929031, 3.332320, -0.026749)
H (-0.261636, 3.180885, 1.917439)
H (0.183019, 1.484497, 2.056209)
H (-1.830343, 2.418658, -0.036593)
H (-2.305355, 1.936688, 1.601094)
C (2.749889, -0.866637, 2.757736)
Si (3.474317, -0.639026, 1.026546)
C (2.548275, -1.848337, -0.079962)
C (5.232037, -1.347798, 1.136915)
C (3.555317, 1.111742, 0.457905)
C (3.665367, 1.275568, -0.960698)
C (4.755864, 1.947164, -1.590795)
C (4.909808, 1.938357, -2.946920)
C (3.958896, 1.284245, -3.745004)
C (2.866738, 0.759857, -3.108786)
N (2.678551, 0.782151, -1.771675)
Si (4.231951, 2.434880, 1.531493)
C (3.276633, 2.538840, 3.163027)
C (3.980738, 4.126560, 0.698388)
C (6.049447, 2.291518, 2.050719)
H (2.629026, -1.937699, 2.949780)
H (1.770453, -0.392522, 2.861131)
H (3.404862, -0.464059, 3.532477)
H (2.566556, -2.842357, 0.376008)
H (3.002437, -1.912479, -1.071183)
H (1.505418, -1.550658, -0.192284)
H (5.231744, -2.402883, 1.426930)
H (5.828583, -0.795608, 1.867546)
H (5.736149, -1.263066, 0.170360)
H (5.503526, 2.410463, -0.960880)
H (5.769733, 2.416647, -3.401945)
H (4.052651, 1.228998, -4.820189)
H (2.065264, 0.309985, -3.682752)
H (2.198382, 2.573968, 2.985046)
H (3.555774, 3.442895, 3.712041)
H (3.472195, 1.684281, 3.811467)
H (3.440846, 4.025224, -0.245929)
H (4.923983, 4.632986, 0.477899)
H (3.401164, 4.784871, 1.350487)
H (6.179738, 1.418986, 2.696311)
H (6.387479, 3.171447, 2.605005)
H (6.707550, 2.157791, 1.188556)
S (-2.103090, -1.550897, -4.277701)
C (-1.536111, -2.515032, -2.976750)
C (-0.452906, -1.933249, -2.413672)
N (-0.055794, -0.746980, -2.993328)
C (-0.840134, -0.439669, -3.982109)
H (-2.031829, -3.427956, -2.692953)
H (0.096356, -2.314969, -1.568186)
H (-0.722158, 0.434973, -4.605361)
C (-2.665496, -5.118964, 3.734640)
C (-3.151603, -4.730408, 2.364110)
C (-4.200295, -5.449239, 1.793905)
C (-4.666053, -5.167623, 0.517142)
C (-4.089766, -4.139549, -0.209867)
C (-3.057464, -3.400718, 0.354368)
C (-2.575352, -3.685177, 1.630293)
Sb (-0.887584, -2.471902, 2.245178)
C (-1.552916, -1.789404, 4.213266)
C (-0.557824, -1.495889, 5.145285)
C (-0.835436, -0.863016, 6.348470)
C (-2.138069, -0.485897, 6.627882)
C (-3.131378, -0.732315, 5.692958)
C (-2.866453, -1.367894, 4.480134)
C (-4.003875, -1.575274, 3.514996)
C (0.289345, -4.341777, 2.463183)
C (0.473772, -4.837162, 1.169940)
C (1.252536, -5.952204, 0.905202)
C (1.883361, -6.600704, 1.955741)
C (1.714595, -6.124134, 3.244760)
C (0.928038, -5.003838, 3.517104)
C (0.800958, -4.552224, 4.946784)
H (-3.358408, -5.816404, 4.206312)
H (-2.553271, -4.248238, 4.383626)
H (-1.689245, -5.602880, 3.661169)
H (-4.661965, -6.245135, 2.368546)
H (-5.481261, -5.746651, 0.100195)
H (-4.450828, -3.901376, -1.203396)
H (-2.644424, -2.555287, -0.183862)
H (0.471936, -1.744915, 4.925189)
H (-0.035578, -0.654783, 7.048381)
H (-2.378435, 0.015973, 7.557151)
H (-4.146758, -0.412113, 5.900096)
H (-4.880006, -1.012600, 3.839178)
H (-4.284444, -2.628488, 3.458071)
H (-3.738258, -1.249703, 2.507766)
H (-0.005328, -4.336811, 0.331053)
H (1.371169, -6.302558, -0.112583)
H (2.499440, -7.472174, 1.771786)
H (2.203977, -6.633452, 4.068385)
H (1.014390, -5.371604, 5.634612)
H (-0.198211, -4.176373, 5.157506)
H (1.513007, -3.750990, 5.159312)
O (1.743786, 3.829300, -2.778020)
C (0.636420, 3.472584, -3.124000)
N (-0.109736, 4.086014, -4.116756)
C (-1.472031, 3.603706, -4.131205)
C (-1.362462, 2.493319, -3.033627)
O (-2.304790, 1.803421, -2.694156)
N (-0.091212, 2.421696, -2.588250)
C (-2.443033, 4.690385, -3.688672)
C (-2.362604, 5.164123, -2.380438)
C (-3.191976, 6.182245, -1.943848)
C (-4.121202, 6.744867, -2.810034)
C (-4.203485, 6.284984, -4.113948)
C (-3.366794, 5.265006, -4.551591)
C (-1.848810, 2.901729, -5.426685)
C (-0.947777, 2.802372, -6.479280)
C (-1.272434, 2.079488, -7.621662)
C (-2.498744, 1.442386, -7.718694)
C (-3.401781, 1.531766, -6.665434)
C (-3.081711, 2.255436, -5.528712)
H (0.134177, 5.013356, -4.419895)
H (-1.646533, 4.723902, -1.694878)
H (-3.114425, 6.536968, -0.924040)
H (-4.778693, 7.533792, -2.467935)
H (-4.923031, 6.716779, -4.798222)
H (-3.434740, 4.918414, -5.574642)
H (0.020554, 3.276472, -6.392152)
H (-0.557789, 2.006241, -8.431744)
H (-2.749382, 0.873838, -8.605230)
H (-4.356642, 1.025020, -6.726457)
H (-3.771093, 2.299528, -4.696476)

Atoms 1-3, force components in eV/Å:
Mg 0.20 -0.30 0.00
N 0.12 0.34 0.25
C -0.15 -0.06 -0.13

Calculated values
- energy relative to the best compared isomer or geometry (same formula, charge and spin) (kJ/mol) = 0.0
- spin multiplicity = 1
- total charge = -1
- HOMO (eV) = -4.128
- E_LUMO (eV) = 2.230
- max |F| (eV/A) = 0.54
- gap between HOMO and LUMO (hartree) = 0.2336